Below is a cluster of 22 separate species, C40H75Cl42FN2O3SSi in total, with properties calculated with ωB97M-V with the def2-TZVPD basis set.

```
165
C40H75Cl42FN2O3SSi | the Open Molecules 2025 dataset | ωB97M-V with the def2-TZVPD basis set
C 2.273 2.007 -0.709
C 1.594 1.357 -2.042
C 1.306 2.372 -3.249
C 1.322 -0.054 -2.090
C 1.068 -0.827 -3.469
C -0.174 -1.858 -3.458
C -1.322 -1.531 -2.374
C -0.877 -2.318 -1.002
C -2.668 -2.304 -2.893
C -4.033 -1.689 -2.227
C -4.767 -2.888 -1.440
C -4.015 -3.006 -0.002
N -3.446 -3.024 1.058
C -6.328 -2.625 -1.099
C -6.392 -1.924 0.341
N -6.598 -1.227 1.312
C -7.160 -1.868 -2.246
C -8.722 -1.577 -1.834
O -8.955 -0.185 -2.158
Si -10.641 0.239 -2.201
C -10.921 1.109 -3.922
C -11.166 1.519 -0.877
C -11.865 -1.234 -2.109
S -7.108 -4.340 -0.904
O -8.454 -4.291 -0.223
O -6.240 -5.269 -0.074
F -7.357 -5.042 -2.441
H 1.456 2.117 0.091
H 3.145 1.352 -0.353
H 2.728 3.050 -0.982
H 0.683 3.244 -2.812
H 2.273 2.856 -3.671
H 0.723 1.921 -4.124
H 1.333 -0.587 -1.061
H 2.020 -1.470 -3.659
H 0.978 -0.143 -4.390
H 0.212 -2.924 -3.251
H -0.639 -1.833 -4.514
H -1.513 -0.416 -2.206
H -1.406 -3.324 -0.882
H -1.016 -1.651 -0.063
H 0.259 -2.536 -1.065
H -2.715 -2.116 -4.039
H -2.612 -3.440 -2.762
H -3.770 -0.790 -1.570
H -4.640 -1.278 -3.123
H -4.666 -3.875 -2.045
H -6.670 -0.855 -2.452
H -7.165 -2.450 -3.232
H -9.334 -2.318 -2.486
H -8.909 -1.775 -0.713
H -11.937 0.839 -4.373
H -10.833 2.245 -3.746
H -10.054 0.788 -4.627
H -11.089 1.096 0.193
H -12.235 1.909 -1.131
H -10.437 2.413 -0.970
H -12.714 -0.934 -1.373
H -12.392 -1.416 -3.130
H -11.431 -2.219 -1.719
C -5.337 -7.519 -4.007
Cl -3.767 -6.798 -4.392
Cl -5.876 -8.600 -5.298
H -5.247 -8.087 -3.082
H -6.071 -6.724 -3.881
C -3.638 -10.451 -1.268
Cl -4.908 -11.646 -1.556
Cl -4.325 -8.886 -0.817
H -2.998 -10.802 -0.460
H -3.052 -10.331 -2.178
C 1.480 2.547 3.615
Cl 2.602 1.323 3.008
Cl 0.791 3.495 2.291
H 0.672 2.051 4.152
H 2.015 3.216 4.288
C 6.218 1.467 3.409
Cl 7.272 1.385 4.826
Cl 6.478 2.961 2.502
H 6.430 0.617 2.760
H 5.180 1.430 3.736
C 9.764 5.192 2.535
Cl 10.082 6.577 3.588
Cl 10.086 5.588 0.843
H 10.408 4.365 2.834
H 8.719 4.902 2.639
C -1.091 -7.191 0.626
Cl -0.256 -6.705 -0.855
Cl -1.605 -8.879 0.540
H -0.415 -7.069 1.471
H -1.968 -6.559 0.760
C 1.905 4.819 -6.480
Cl 0.766 3.577 -7.015
Cl 1.619 5.261 -4.794
H 2.920 4.435 -6.578
H 1.783 5.704 -7.104
C -4.488 -2.928 4.532
Cl -4.234 -1.755 5.830
Cl -6.082 -3.682 4.654
H -4.410 -2.418 3.572
H -3.724 -3.702 4.600
C 8.136 9.688 4.143
Cl 8.367 10.861 5.446
Cl 6.554 8.912 4.258
H 8.210 10.203 3.186
H 8.907 8.924 4.211
C 11.993 1.998 1.448
Cl 10.833 0.777 0.908
Cl 11.725 2.428 3.142
H 13.001 1.602 1.338
H 11.879 2.890 0.834
C 5.482 10.969 7.652
Cl 4.224 9.759 7.367
Cl 4.779 12.527 8.103
H 6.127 10.625 8.459
H 6.067 11.095 6.740
C 2.624 1.049 -8.782
Cl 4.133 0.506 -9.525
Cl 2.646 0.798 -7.032
H 2.491 2.111 -8.985
H 1.796 0.485 -9.210
C 3.723 5.731 1.183
Cl 4.802 6.513 2.344
Cl 4.540 4.404 0.349
H 2.857 5.337 1.714
H 3.400 6.467 0.447
C 8.335 4.080 7.362
Cl 7.465 5.000 8.596
Cl 9.044 5.151 6.148
H 9.131 3.511 7.841
H 7.639 3.401 6.871
C 2.382 -6.117 -3.098
Cl 2.597 -4.367 -3.220
Cl 3.938 -6.954 -3.103
H 1.860 -6.344 -2.170
H 1.792 -6.461 -3.947
C 5.700 -1.381 7.269
Cl 6.823 -2.603 6.660
Cl 5.010 -0.433 5.947
H 4.894 -1.878 7.807
H 6.236 -0.713 7.942
C 15.626 3.390 1.646
Cl 15.356 3.242 3.386
Cl 14.226 4.109 0.839
H 16.496 4.022 1.475
H 15.803 2.398 1.230
C 3.163 10.840 3.846
Cl 4.620 11.594 3.188
Cl 2.622 9.499 2.829
H 3.380 10.462 4.844
H 2.371 11.586 3.898
C -8.289 -7.846 -0.387
Cl -8.539 -9.022 0.909
Cl -7.722 -8.632 -1.865
H -9.232 -7.342 -0.595
H -7.545 -7.118 -0.067
C 6.685 -9.330 -1.006
Cl 6.989 -7.938 0.040
Cl 7.006 -8.939 -2.700
H 7.335 -10.150 -0.702
H 5.642 -9.628 -0.904
C -15.705 1.772 -0.339
Cl -14.997 3.286 0.234
Cl -14.522 0.813 -1.237
H -16.049 1.195 0.519
H -16.546 1.999 -0.993
```

Results
energy: -22019.63570 a.u.
HOMO energy: -8.401 eV
Kohn-Sham gap: 0.2498 Ha
E_LUMO: -0.059 Ha

Below is a cluster of 5 separate species, C40H77BN5O14S in total, with properties calculated with ωB97M-V with the def2-TZVPD basis set.

```
138
C40H77BN5O14S | the Open Molecules 2025 dataset | ωB97M-V with the def2-TZVPD basis set
C 0.883 -4.488 2.477
C -0.524 -4.877 1.761
C -0.306 -5.556 0.298
C -0.759 -4.421 -0.788
C -2.348 -4.156 -0.774
C -3.010 -4.139 -2.265
C -3.854 -2.784 -2.545
C -5.326 -2.803 -1.853
C -5.304 -1.763 -0.594
C -6.772 -1.140 -0.296
C -6.963 -0.961 1.298
C -6.148 0.349 1.778
C -4.915 -0.083 2.724
C -3.482 -0.106 1.967
C -2.319 -0.088 3.082
C -1.427 1.246 3.107
C -0.899 1.741 1.682
C -0.963 3.242 1.336
N -0.386 3.416 0.001
B -0.244 4.772 -0.644
O 1.073 5.319 -0.894
C -1.512 5.738 -1.059
C -2.692 4.784 -1.609
C -0.001 2.101 -0.421
C 0.725 1.773 -1.814
C 2.088 0.907 -1.644
C 2.906 1.226 -0.301
C 4.145 0.171 -0.134
S 5.796 0.951 -0.476
C 7.045 -0.407 -0.487
N 7.038 -1.710 0.109
N 8.218 -2.332 -0.251
C 8.940 -1.371 -1.050
O 8.245 -0.118 -1.224
N -0.298 1.044 0.552
C -0.060 -0.424 0.459
N -0.577 -0.939 -0.872
H 0.910 -4.947 3.533
H 0.970 -3.341 2.595
H 1.800 -4.820 1.861
H -1.140 -5.603 2.394
H -1.099 -3.877 1.649
H 0.820 -5.734 0.186
H -0.939 -6.491 0.127
H -0.436 -4.706 -1.858
H -0.132 -3.487 -0.512
H -2.849 -5.034 -0.210
H -2.661 -3.198 -0.206
H -3.731 -5.013 -2.446
H -2.168 -4.199 -3.037
H -3.261 -1.840 -2.257
H -4.026 -2.719 -3.682
H -5.527 -3.868 -1.446
H -6.162 -2.536 -2.599
H -5.008 -2.399 0.324
H -4.564 -0.909 -0.783
H -6.847 -0.093 -0.773
H -7.595 -1.796 -0.742
H -8.081 -0.942 1.598
H -6.546 -1.928 1.785
H -6.875 0.947 2.456
H -5.770 1.010 0.924
H -4.843 0.641 3.615
H -5.116 -1.123 3.185
H -3.419 -1.145 1.456
H -3.386 0.694 1.156
H -2.857 -0.134 4.109
H -1.660 -1.043 3.063
H -2.078 2.106 3.529
H -0.516 1.169 3.803
H -1.351 4.086 1.991
H 1.292 5.310 -1.852
H -1.172 6.549 -1.789
H -1.867 6.255 -0.085
H -2.434 4.377 -2.650
H -3.667 5.407 -1.667
H -2.845 3.905 -0.879
H 1.059 2.773 -2.298
H 0.039 1.211 -2.561
H 2.796 1.049 -2.536
H 1.808 -0.219 -1.618
H 3.406 2.272 -0.304
H 2.292 1.106 0.668
H 4.014 -0.751 -0.801
H 4.179 -0.212 0.961
H 9.973 -1.586 -1.502
H 1.059 -0.706 0.478
H -0.570 -1.044 1.270
H -1.110 -0.202 -1.364
H -1.297 -1.656 -0.643
C 4.174 4.726 5.693
O 5.175 3.765 5.360
C 5.232 3.456 4.054
O 4.526 3.914 3.187
O 6.209 2.544 3.878
C 6.375 2.125 2.523
H 4.221 4.897 6.769
H 4.366 5.673 5.184
H 3.180 4.348 5.446
H 6.655 2.971 1.890
H 5.466 1.649 2.153
H 7.183 1.393 2.496
C -2.026 3.885 -7.973
O -1.065 2.834 -8.077
C -0.448 2.536 -6.923
O -0.640 3.069 -5.854
O 0.423 1.539 -7.162
C 1.154 1.119 -6.015
H -2.460 4.039 -8.962
H -2.828 3.607 -7.284
H -1.548 4.814 -7.656
H 0.478 0.733 -5.248
H 1.758 1.940 -5.621
H 1.824 0.314 -6.320
C -7.805 -8.257 -2.366
O -7.669 -8.150 -3.782
C -6.570 -7.488 -4.181
O -5.732 -7.002 -3.459
O -6.566 -7.460 -5.525
C -5.447 -6.783 -6.093
H -8.723 -8.808 -2.160
H -6.966 -8.812 -1.939
H -7.886 -7.268 -1.910
H -4.514 -7.279 -5.815
H -5.434 -5.734 -5.786
H -5.549 -6.823 -7.179
C 11.036 6.712 7.488
O 10.464 6.154 6.307
C 9.553 5.191 6.536
O 9.205 4.788 7.620
O 9.098 4.756 5.348
C 8.116 3.722 5.439
H 11.753 7.475 7.183
H 10.266 7.186 8.102
H 11.567 5.946 8.058
H 7.233 4.076 5.970
H 8.532 2.837 5.927
H 7.825 3.451 4.431
```

Results
energy: -3320.00224 a.u.
HOMO energy: -10.713 eV
Kohn-Sham gap: 0.2749 Ha
E_LUMO: -0.119 Ha
total charge: +1

Below is a cluster of 13 separate species, C40H78BBr24NO6PS in total, with properties calculated with ωB97M-V with the def2-TZVPD basis set.

```
152
C40H78BBr24NO6PS | the Open Molecules 2025 dataset | ωB97M-V with the def2-TZVPD basis set
C 5.629 -1.911 2.563
C 5.338 -0.635 2.260
C 4.387 -0.250 1.153
C 5.130 -0.114 -0.185
C 6.178 -1.212 -0.469
C 6.779 -0.950 -1.810
N 7.745 0.118 -1.842
O 6.518 -1.582 -2.802
O 3.376 -1.227 1.130
B 2.104 -0.683 0.587
C 1.881 -1.231 -0.947
C 1.581 -2.694 -1.032
O 2.077 -3.579 -0.379
O 0.985 -0.870 1.486
C -0.296 -0.883 0.916
C -0.818 0.447 0.362
C -2.001 0.128 -0.578
C -1.341 1.413 1.444
C -2.529 0.873 2.261
C -0.247 1.936 2.374
O 2.464 0.818 0.537
C 3.497 1.039 1.394
S 3.044 1.003 3.219
P 4.190 2.757 1.146
C 5.923 2.659 1.721
O 4.313 2.903 -0.507
H 6.666 -2.171 2.764
H 4.862 -2.676 2.567
H 5.831 0.165 2.808
H 5.663 0.834 -0.231
H 4.424 -0.104 -1.013
H 5.753 -2.212 -0.426
H 6.984 -1.081 0.252
H 7.315 0.943 -2.250
H 8.473 -0.163 -2.492
H 1.027 -0.748 -1.439
H 2.742 -1.047 -1.595
H 0.820 -2.979 -1.802
H -0.390 -1.668 0.149
H -0.992 -1.173 1.714
H -0.084 0.981 -0.244
H -2.509 1.054 -0.854
H -1.613 -0.297 -1.508
H -2.682 -0.592 -0.123
H -1.700 2.298 0.901
H -3.336 1.598 2.369
H -2.187 0.653 3.276
H -2.911 -0.079 1.890
H -0.644 2.807 2.907
H 0.590 2.303 1.780
H 0.086 1.185 3.084
H 3.758 2.052 3.654
H 5.879 2.411 2.782
H 6.370 3.647 1.630
H 6.556 1.913 1.243
H 3.643 3.552 -0.742
Br -4.997 3.168 0.241
C -6.379 1.880 0.707
C -5.845 0.475 0.633
Br -5.668 -0.097 -1.220
H -7.208 2.041 0.026
H -6.688 2.125 1.721
H -6.533 -0.230 1.095
H -4.865 0.373 1.088
Br 1.951 -0.204 -4.761
C 1.878 -2.145 -4.730
C 0.904 -2.698 -5.734
Br -0.936 -2.513 -5.129
H 1.637 -2.434 -3.714
H 2.890 -2.467 -4.968
H 1.056 -3.768 -5.859
H 0.975 -2.205 -6.698
Br -2.936 3.633 4.999
C -4.073 2.754 6.300
C -3.296 1.774 7.139
Br -2.905 0.147 6.151
H -4.877 2.278 5.749
H -4.480 3.554 6.918
H -3.881 1.460 8.001
H -2.346 2.178 7.472
Br -1.712 -4.213 -0.449
C -3.594 -4.665 -0.553
C -4.467 -3.466 -0.299
Br -4.547 -2.990 1.588
H -3.768 -5.472 0.151
H -3.754 -5.024 -1.569
H -5.495 -3.674 -0.588
H -4.113 -2.586 -0.824
Br 8.810 -2.986 3.245
C 9.425 -4.503 2.202
C 10.765 -4.242 1.565
Br 10.603 -3.066 0.024
H 8.653 -4.708 1.467
H 9.488 -5.331 2.904
H 11.188 -5.167 1.179
H 11.466 -3.774 2.250
Br -3.694 -7.041 -4.862
C -4.557 -5.731 -6.016
C -3.941 -4.366 -5.874
Br -4.474 -3.481 -4.223
H -5.611 -5.741 -5.763
H -4.422 -6.099 -7.032
H -4.283 -3.716 -6.676
H -2.858 -4.393 -5.869
Br -3.834 1.437 -4.991
C -4.912 2.567 -3.831
C -4.314 3.938 -3.656
Br -2.796 3.897 -2.450
H -5.008 2.040 -2.887
H -5.884 2.635 -4.314
H -5.040 4.602 -3.192
H -3.967 4.371 -4.589
Br 12.557 -0.617 2.110
C 13.296 -0.367 3.888
C 13.636 -1.689 4.523
Br 12.033 -2.616 5.113
H 12.560 0.188 4.460
H 14.192 0.236 3.760
H 14.244 -1.545 5.413
H 14.150 -2.354 3.836
Br -6.960 -6.449 -9.299
C -6.970 -8.388 -9.151
C -5.853 -8.892 -8.277
Br -4.140 -8.828 -9.194
H -6.911 -8.778 -10.162
H -7.935 -8.640 -8.718
H -6.011 -9.939 -8.028
H -5.742 -8.318 -7.362
Br -5.371 6.463 4.782
C -4.788 8.163 5.519
C -3.296 8.197 5.705
Br -2.742 7.164 7.260
H -5.324 8.308 6.451
H -5.098 8.917 4.799
H -2.956 9.210 5.898
H -2.758 7.793 4.853
Br -8.186 -4.973 -4.995
C -9.045 -3.655 -6.136
C -8.417 -2.294 -5.990
Br -8.956 -1.423 -4.341
H -10.099 -3.657 -5.881
H -8.916 -4.025 -7.151
H -8.752 -1.637 -6.789
H -7.332 -2.333 -5.981
Br -2.699 14.148 6.962
C -1.760 12.468 7.236
C -0.817 12.158 6.105
Br -1.757 11.537 4.520
H -2.520 11.703 7.364
H -1.208 12.590 8.165
H -0.151 11.344 6.384
H -0.231 13.018 5.802
```

Results
energy: -64618.00569 a.u.
HOMO energy: -4.979 eV
Kohn-Sham gap: 0.2310 Ha
E_LUMO: 0.048 Ha
total charge: -1